# C51H80BrFINO13S

6 unconnected molecules or ions with the total composition C51H80BrFINO13S in a non-equilibrium geometry (ωB97M-V with the def2-TZVPD basis set, the Open Molecules 2025 dataset).

The geometry in XYZ format:
```
149
Properties=species:S:1:pos:R:3:forces:R:3:lowdin_charge:R:1
C -4.917254 -5.683079 -3.213336 -0.66 -0.14 0.27 -0.123
C -5.597913 -4.262206 -3.483315 1.19 -0.61 0.09 -0.226
C -4.746080 -3.078046 -2.830989 -0.89 -0.44 0.07 -0.183
C -5.630201 -2.173634 -1.832828 1.71 -0.15 0.12 -0.150
C -4.833718 -2.120297 -0.473543 -0.09 0.61 0.74 -0.181
C -5.259588 -2.880796 0.706131 2.11 1.50 0.19 -0.542
Br -6.891904 -3.978687 0.653257 1.31 0.77 0.12 0.683
C -4.468680 -2.823095 1.944385 0.41 0.83 -1.58 -0.108
C -3.273849 -1.993284 1.976156 0.11 0.38 -1.63 -0.381
C -2.813712 -1.216366 0.809499 -2.55 -1.41 -1.01 -0.157
C -3.625407 -1.267475 -0.430430 0.40 -1.40 1.75 -0.079
C -3.158625 -0.404595 -1.650826 -0.19 0.66 0.86 -0.081
C -3.864483 1.016767 -1.490073 -0.36 -0.77 -0.06 -0.163
F -4.488584 1.395135 -2.705580 0.55 -0.08 0.84 -0.086
N -1.619126 -0.398054 0.772233 -0.21 -0.70 1.65 -0.082
C -1.850608 1.013695 1.180272 -0.74 0.59 0.05 -0.132
C -1.444793 1.388759 2.651147 -0.76 1.75 0.85 -0.054
C -1.678433 2.952576 2.772399 0.67 0.65 -1.03 -0.442
O -1.214577 3.700626 1.945140 -0.38 -0.66 0.43 0.089
O -2.404050 3.512643 3.822969 -0.30 -1.56 -0.21 0.059
C -0.461931 -1.018972 1.389801 2.61 -1.25 0.81 -0.156
C -0.550405 -1.762130 2.663622 0.36 0.10 -0.85 -0.367
C 0.568091 -2.431490 3.297023 0.80 1.54 -2.91 -0.011
C 1.868069 -2.356134 2.598116 -0.86 0.66 0.10 -0.130
C 3.035039 -3.139582 3.297556 -0.10 -0.50 -0.17 -0.165
C 2.800819 -4.720625 3.294214 0.74 -0.68 -0.18 -0.387
C 4.152556 -5.506695 2.955156 -0.22 -0.31 -0.30 -0.137
C 2.308933 -5.271524 4.693485 0.43 0.29 0.06 -0.091
C 2.029794 -1.602536 1.334554 -1.87 -0.06 0.39 -0.181
C 3.364503 -1.485162 0.565466 0.18 0.17 0.64 -0.582
I 3.973780 -3.518404 -0.062431 -0.31 0.49 -0.48 0.884
C 4.597437 -0.867933 1.338954 0.44 0.32 0.41 -0.295
C 4.333851 -0.251266 2.765269 1.06 0.32 0.13 -0.110
C 0.856731 -0.935701 0.720153 -1.35 -1.23 1.27 -0.076
C 0.907549 -0.180028 -0.627651 1.54 2.47 0.41 -0.049
C 1.697159 1.278540 -0.420150 -0.22 -1.03 3.44 -0.167
C 2.169447 1.574113 1.105035 -2.39 2.04 -3.16 -0.007
O 0.983501 2.279932 0.370128 2.29 -1.01 -1.92 -0.163
S -2.200943 -1.863298 3.454674 0.12 -0.54 -1.23 0.997
H -4.964021 -6.338826 -4.127680 0.18 0.66 0.92 0.067
H -3.863813 -5.601351 -2.844439 -0.81 -0.01 -0.55 0.063
H -5.489525 -6.218462 -2.402851 0.61 0.47 -0.76 0.068
H -5.632879 -4.156866 -4.601254 -0.36 0.20 1.12 0.098
H -6.618790 -4.312165 -3.022603 0.83 0.31 -0.74 0.092
H -4.281347 -2.420599 -3.615415 -0.53 -0.75 0.63 0.099
H -3.906183 -3.543945 -2.249196 -0.75 0.51 -0.52 0.103
H -5.664548 -1.152661 -2.299239 -0.28 -0.82 0.73 0.107
H -6.657586 -2.585318 -1.700015 0.93 0.40 -0.09 0.061
H -4.757194 -3.412360 2.849000 0.27 0.62 -1.01 0.106
H -2.054516 -0.207013 -1.619369 -1.05 -0.57 0.14 0.097
H -3.377209 -0.875747 -2.637068 -0.11 0.54 0.89 0.098
H -3.153966 1.816155 -1.164165 -0.53 -0.60 -0.58 0.103
H -4.668435 0.922249 -0.710674 0.57 0.22 -0.81 0.123
H -2.962979 1.200056 1.102770 1.09 -0.27 0.08 0.136
H -1.375718 1.711055 0.444523 -0.03 -0.59 0.87 0.110
H -2.097839 0.926327 3.429185 0.68 -0.01 -0.81 0.087
H -0.368035 1.237513 2.904791 -0.87 -0.13 -0.35 0.117
H -3.122426 4.070074 3.472149 0.68 0.02 0.03 0.109
H 0.497489 -2.989919 4.253794 -0.20 0.52 -0.89 0.108
H 3.136814 -2.841875 4.381392 -0.21 0.01 -1.11 0.126
H 4.023511 -2.946983 2.813924 -0.99 -0.01 0.34 0.051
H 2.099638 -4.982714 2.451550 0.39 0.36 1.06 0.124
H 4.193342 -5.775757 1.864078 0.10 0.43 1.06 0.012
H 4.211164 -6.490313 3.503868 -0.16 1.04 -0.41 0.072
H 5.070391 -4.915150 3.212926 -0.81 -0.46 -0.19 0.079
H 1.645739 -6.165882 4.602396 0.43 0.80 0.01 0.081
H 3.218929 -5.605550 5.273182 -0.94 0.41 -0.49 0.078
H 1.819718 -4.476675 5.312468 0.14 -0.78 -0.55 0.063
H 3.260762 -0.928353 -0.400646 -0.10 -0.69 1.03 0.049
H 5.405576 -1.644731 1.459927 -0.86 0.78 -0.14 0.071
H 5.048630 -0.073811 0.682659 -0.82 -1.11 0.92 0.065
H 3.308014 0.142470 2.951537 0.73 -0.61 -0.16 0.059
H 5.032809 0.630311 2.879937 -0.72 -0.83 -0.12 0.081
H 4.663525 -0.976461 3.560184 -0.75 0.77 -0.63 0.067
H 1.492115 -0.701157 -1.424030 -0.66 0.17 0.64 0.109
H -0.082032 0.160927 -1.009614 0.62 -0.86 0.39 0.091
H 2.398883 1.628168 -1.261891 -1.22 -0.42 1.47 0.133
H 3.071452 2.235543 1.184784 -1.04 -0.69 0.30 0.112
H 1.481132 1.334881 1.939564 1.86 -1.08 -0.14 0.095
O 5.624071 0.488571 -0.963288 -0.06 0.44 -0.79 0.071
C 5.403276 0.547902 -2.149509 0.23 -0.35 -0.12 -0.500
O 4.149156 0.747998 -2.577775 -0.08 0.30 0.54 -0.029
C 3.787594 1.034701 -3.942674 -0.08 -0.41 -0.51 -0.226
C 3.617418 -0.241105 -4.739134 0.44 0.09 0.25 -0.053
C 6.495732 0.305301 -3.155712 0.27 0.53 -0.19 0.025
H 4.498544 1.725018 -4.400106 0.05 -0.05 0.09 0.113
H 2.834860 1.559966 -3.900541 0.13 -0.03 0.21 0.102
H 4.550398 -0.806946 -4.794709 0.03 0.07 -0.07 0.076
H 3.287082 -0.020663 -5.752489 -0.06 -0.02 0.11 0.090
H 2.882685 -0.888249 -4.264289 -0.03 0.19 -0.03 0.071
H 6.599232 -0.767643 -3.317434 -0.04 0.03 0.00 0.100
H 7.428537 0.699032 -2.752143 -0.07 -0.21 0.14 0.093
H 6.335105 0.805287 -4.107856 -0.14 -0.18 -0.07 0.075
O -1.857136 -2.360967 6.951723 0.20 0.21 0.34 0.090
C -1.913162 -1.228888 7.357780 -0.42 -0.09 -0.32 -0.526
O -1.414233 -0.924711 8.570274 0.45 -0.29 0.17 -0.001
C -1.250869 0.411701 9.058702 -0.20 0.18 0.09 -0.234
C -2.524840 0.918998 9.702709 -0.18 -0.03 -0.05 -0.067
C -2.619570 -0.158382 6.566708 0.41 0.41 -0.28 0.001
H -0.886406 1.075053 8.271679 -0.10 -0.05 -0.04 0.113
H -0.462119 0.364473 9.811354 -0.01 -0.23 -0.12 0.122
H -3.345135 0.968969 8.984990 0.06 0.09 -0.02 0.067
H -2.372899 1.914643 10.123496 0.01 -0.04 -0.01 0.082
H -2.841598 0.244453 10.500426 0.11 0.04 0.00 0.084
H -3.686869 -0.195807 6.785900 0.03 0.00 0.01 0.102
H -2.463607 -0.357850 5.505462 -0.19 -0.12 0.22 0.005
H -2.243137 0.845600 6.751703 -0.16 0.04 0.16 0.072
O -5.415862 9.068288 1.325914 -0.01 -0.44 -0.05 0.105
C -4.837330 8.245019 0.666693 0.24 0.43 0.08 -0.530
O -5.053071 6.934857 0.886227 -0.49 -0.15 0.17 -0.001
C -4.573147 5.887704 0.033845 0.32 -0.09 -0.08 -0.226
C -3.158551 5.487968 0.401700 -0.08 0.17 -0.07 -0.060
C -3.797575 8.656274 -0.344407 -0.19 0.01 -0.58 0.007
H -4.671264 6.162412 -1.018451 0.04 0.08 0.05 0.115
H -5.239789 5.038151 0.193065 -0.11 0.21 0.11 0.122
H -2.459830 6.315295 0.269287 0.01 -0.06 -0.05 0.075
H -2.822384 4.650993 -0.212689 0.01 0.01 0.07 0.080
H -3.105917 5.195964 1.449691 -0.01 -0.01 -0.10 0.055
H -2.842521 8.794807 0.162355 -0.03 -0.02 -0.01 0.096
H -4.107216 9.600950 -0.790569 0.06 0.03 0.25 0.091
H -3.677848 7.951903 -1.164583 0.16 -0.10 0.11 0.067
O 1.575127 -1.742730 -5.937279 0.11 -0.50 -0.27 0.083
C 1.868772 -2.908337 -5.864674 -0.59 -0.02 -0.15 -0.523
O 3.097218 -3.314124 -6.233574 0.40 0.40 0.09 -0.001
C 3.611682 -4.631216 -6.000477 -0.05 -0.29 -0.11 -0.230
C 3.208545 -5.580662 -7.109963 -0.17 0.01 -0.11 -0.065
C 0.848809 -3.938895 -5.453741 0.06 -0.17 0.60 0.017
H 3.324051 -4.995127 -5.012098 -0.09 0.05 -0.05 0.115
H 4.698501 -4.533795 -5.988314 -0.10 0.24 0.00 0.123
H 2.124985 -5.696310 -7.165540 0.04 -0.06 0.08 0.068
H 3.653426 -6.565044 -6.953976 0.00 0.05 0.00 0.083
H 3.536669 -5.195538 -8.077293 0.08 -0.02 0.08 0.085
H 0.264872 -4.230464 -6.326756 0.03 0.01 0.02 0.098
H 0.186883 -3.490947 -4.712906 -0.04 0.10 -0.22 0.092
H 1.278537 -4.823282 -4.988862 0.00 -0.10 -0.18 0.071
O 2.307580 3.535854 -4.954401 -0.27 0.42 0.18 0.095
C 2.347064 4.382761 -4.096439 0.35 -0.04 -0.20 -0.516
O 1.318899 5.233275 -3.947962 -0.44 -0.23 -0.13 0.006
C 1.175800 6.136200 -2.843715 0.15 0.26 0.12 -0.228
C 1.920152 7.431495 -3.095721 0.16 0.02 -0.11 -0.065
C 3.576390 4.565641 -3.242615 -0.06 -0.25 0.52 0.026
H 1.469526 5.659060 -1.906595 0.06 -0.03 -0.07 0.115
H 0.108212 6.345632 -2.760748 0.03 -0.20 -0.17 0.121
H 2.993594 7.264499 -3.198599 -0.02 0.00 0.11 0.067
H 1.756917 8.134084 -2.276594 -0.01 -0.04 -0.03 0.082
H 1.579817 7.890370 -4.025986 -0.08 -0.02 0.08 0.085
H 4.289287 5.196122 -3.774222 -0.03 -0.01 0.01 0.101
H 4.023621 3.587491 -3.067939 0.03 0.08 -0.19 0.069
H 3.372275 4.990172 -2.262417 0.03 0.18 -0.07 0.076
```
Positions in Å, forces in eV/Å.

Computed properties:
- frontier orbital gap (eV) = 8.06
- DFT total energy (eV) = -173982.1814
- molar mass (g/mol) = 1173.1